# 1
A cluster of 2 separate species, CH3IO2S in total in a non-equilibrium geometry. Source: the OMol25 dataset; level of theory: ωB97M-V with the def2-TZVPD basis set.

Element x y z (Å)
C  -2.0572  -0.1075  0.4723
O  -0.9468  -0.5977  0.6655
O  1.0735  1.1887  -0.2011
S  1.5197  -0.1800  -0.1040
I  3.9830  0.0711  -0.0267
H  1.8156  -0.7014  -1.5688
H  -2.4964  0.8249  0.9550
H  -2.8915  -0.4983  -0.1923

Computed properties:
Orbital gap (eV): 8.7
Maximum force (eV/A): 3.30
Molar mass (u): 206.0
E_LUMO (eV): -0.640
Energy above the lowest of the compared OMol25 structures with the same formula, charge and spin (kJ/mol): 163.51

From a Mulliken analysis of the wavefunction, the atomic charges in e read: number 1, C, carries 0.0131; number 2, O, carries -0.4347; number 3, O, carries -0.4073; number 4, S, carries 0.3008; number 5, I, carries -0.0579; number 6, H, carries 0.1754; number 7, H, carries 0.2037; number 8, H, carries 0.2068


# 2
A structure of composition C5H9N5 in a non-equilibrium geometry. Source: the OMol25 dataset; level of theory: ωB97M-V with the def2-TZVPD basis set.

Element x y z (Å)
C  -0.0462  2.1502  0.7740
C  0.0683  -1.5951  0.3401
C  0.0754  1.1380  -0.9237
C  2.0585  -1.4178  1.6839
C  -2.0582  0.3982  -1.7388
N  -0.4909  2.3602  -0.4597
N  0.9891  -0.9262  0.9455
N  -0.8512  -1.0844  -0.4782
N  0.7679  1.2167  0.3432
N  -0.9021  0.0410  -0.9913
H  -0.1699  2.6358  1.7296
H  -0.0389  -2.6175  0.3828
H  0.6497  1.2604  -1.8748
H  1.9413  -1.6761  2.7312
H  2.8502  -0.6752  1.6308
H  2.4655  -2.3597  1.2528
H  -2.0129  1.3928  -2.2442
H  -2.9169  0.4550  -0.9130
H  -2.3788  -0.6963  -2.1899

Computed properties:
Orbital gap (alpha / beta) (eV): 8.3 / 7.6
Charge: +2
Maximum force (eV/A): 4.84
Molar mass (u): 139.2
E_LUMO (alpha / beta) (eV): -11.716 / -11.934
Energy above the lowest of the compared OMol25 structures with the same formula, charge and spin (kJ/mol): 856.19

From a Mulliken analysis of the wavefunction, the atomic charges in e read: number 1, C, carries 0.0929; number 2, C, carries -0.0253; number 3, C, carries 0.2447; number 4, C, carries -0.7786; number 5, C, carries -0.6686; number 6, N, carries -0.2563; number 7, N, carries -0.0911; number 8, N, carries -0.5050; number 9, N, carries -0.1315; number 10, N, carries 0.7219; number 11, H, carries 0.4052; number 12, H, carries 0.5245; number 13, H, carries 0.3280; number 14, H, carries 0.3574; number 15, H, carries 0.3323; number 16, H, carries 0.3756; number 17, H, carries 0.3506; number 18, H, carries 0.3850; number 19, H, carries 0.3385


# 3
A structure of composition C41H35InN6O3S2. Source: the OMol25 dataset; level of theory: ωB97M-V with the def2-TZVPD basis set.

Element x y z (Å)
In  0.8683  -0.5084  -0.2551
C  -1.2925  -0.7281  -5.7662
O  -0.8684  -0.8586  -4.4294
C  -1.5860  -1.6758  -3.6214
C  -2.7654  -2.2875  -3.9730
C  -3.4492  -3.0907  -3.0478
C  -2.9406  -3.2639  -1.7896
C  -1.7403  -2.6375  -1.3922
C  -1.2316  -2.9221  -0.0754
N  -0.2540  -2.3083  0.4789
N  0.2756  -2.7909  1.6397
C  1.5641  -2.5295  1.6803
O  2.2176  -1.9460  0.7459
C  2.2962  -2.9402  2.9070
C  3.6402  -2.5977  3.0251
C  4.3462  -2.9317  4.1696
C  3.7160  -3.6144  5.2010
C  2.3789  -3.9679  5.0825
C  1.6702  -3.6358  3.9388
C  -1.0219  -1.8371  -2.3146
O  0.1028  -1.2358  -2.0697
H  -0.5255  -0.1445  -6.2690
H  -2.2493  -0.1997  -5.8370
H  -1.3846  -1.7005  -6.2591
H  -3.1735  -2.1617  -4.9671
H  -4.3771  -3.5657  -3.3362
H  -3.4666  -3.8836  -1.0719
H  -1.6586  -3.7771  0.4542
H  4.1107  -2.0669  2.2083
H  5.3893  -2.6575  4.2612
H  4.2677  -3.8754  6.0952
H  1.8917  -4.5064  5.8858
H  0.6341  -3.9296  3.8229
S  -3.5308  1.6996  -1.5381
C  -2.4394  0.5271  -0.9000
N  -1.3740  0.9778  -0.3236
C  -1.3740  2.3710  -0.3149
C  -0.4149  3.1944  0.2773
C  -0.5978  4.5603  0.2355
C  -1.7201  5.1245  -0.3772
C  -2.6788  4.3286  -0.9692
C  -2.4978  2.9517  -0.9280
H  -2.6712  -0.5219  -0.9913
H  0.4498  2.7531  0.7524
H  0.1475  5.2095  0.6750
H  -1.8406  6.1998  -0.3876
H  -3.5482  4.7576  -1.4499
C  1.2241  4.0857  -3.5423
C  0.5490  2.8778  -3.6444
C  0.8944  1.8012  -2.8429
C  1.9222  1.9109  -1.9017
C  2.6114  3.1323  -1.8209
C  2.2683  4.1972  -2.6328
N  2.2646  0.8607  -1.0471
C  3.6306  0.5813  -0.8706
C  4.5024  0.5635  -1.9666
C  5.8389  0.2465  -1.8000
C  6.3382  -0.0694  -0.5434
C  5.4859  -0.0403  0.5506
C  4.1512  0.2950  0.3935
H  0.9475  4.9262  -4.1662
H  -0.2450  2.7685  -4.3750
H  0.3958  0.8454  -2.9598
H  3.4111  3.2329  -1.0967
H  2.8158  5.1293  -2.5524
H  4.1098  0.7855  -2.9513
H  6.4968  0.2325  -2.6604
H  7.3800  -0.3346  -0.4176
H  5.8721  -0.2696  1.5369
H  3.4912  0.3431  1.2509
N  -0.8197  -0.8801  3.8553
C  -0.6860  0.0657  2.9321
S  0.8441  0.5172  2.3675
N  -1.7685  0.7399  2.5104
C  -3.1351  0.4123  2.6055
C  -4.0560  1.4568  2.6086
C  -5.4116  1.1863  2.6811
C  -5.8627  -0.1248  2.7413
C  -4.9477  -1.1654  2.6923
C  -3.5873  -0.9051  2.6189
H  -0.0327  -1.4831  4.0345
H  -1.7184  -1.1041  4.2484
H  -1.5481  1.5879  2.0117
H  -3.7024  2.4801  2.5515
H  -6.1194  2.0047  2.6884
H  -6.9218  -0.3326  2.8116
H  -5.2939  -2.1907  2.6926
H  -2.8833  -1.7231  2.5266

Computed properties:
Orbital gap (eV): 6.9
Maximum force (eV/A): 0.77
Molar mass (u): 838.7
E_LUMO (eV): 0.109
Energy above the lowest of the compared OMol25 structures with the same formula, charge and spin (kJ/mol): 20.80

From a Mulliken analysis of the wavefunction, the atomic charges in e read: number 1, In, carries 1.2557; number 2, C, carries -1.1196; number 3, O, carries -0.1866; number 4, C, carries 0.7041; number 5, C, carries -0.5583; number 6, C, carries -1.1505; number 7, C, carries -0.7497; number 8, C, carries 0.7594; number 9, C, carries -0.9137; number 10, N, carries 0.2821; number 11, N, carries -0.6991; number 12, C, carries 0.3265; number 13, O, carries -0.9434; number 14, C, carries 0.4901; number 15, C, carries -0.4303; number 16, C, carries -0.6383; number 17, C, carries -0.4315; number 18, C, carries -0.7452; number 19, C, carries -0.2449; number 20, C, carries 0.7454; number 21, O, carries -0.9588; number 22, H, carries 0.2330; number 23, H, carries 0.3999; number 24, H, carries 0.4100; number 25, H, carries 0.4520; number 26, H, carries 0.3811; number 27, H, carries 0.3929; number 28, H, carries 0.4576; number 29, H, carries 0.4407; number 30, H, carries 0.4201; number 31, H, carries 0.3918; number 32, H, carries 0.3940; number 33, H, carries 0.5117; number 34, S, carries -0.3213; number 35, C, carries -0.7076; number 36, N, carries 1.5186; number 37, C, carries -0.6413; number 38, C, carries -0.0699; number 39, C, carries -0.9265; number 40, C, carries -0.6759; number 41, C, carries -0.6381; number 42, C, carries 0.8636; number 43, H, carries 0.1366; number 44, H, carries 0.1896; number 45, H, carries 0.4337; number 46, H, carries 0.4205; number 47, H, carries 0.4568; number 48, C, carries -0.6425; number 49, C, carries -0.4492; number 50, C, carries -0.5040; number 51, C, carries -0.6474; number 52, C, carries 0.2286; number 53, C, carries -0.6695; number 54, N, carries 0.3571; number 55, C, carries -0.1136; number 56, C, carries 0.0972; number 57, C, carries -0.6704; number 58, C, carries -0.6628; number 59, C, carries -0.6725; number 60, C, carries -0.2401; number 61, H, carries 0.3968; number 62, H, carries 0.4644; number 63, H, carries 0.6741; number 64, H, carries 0.4963; number 65, H, carries 0.3814; number 66, H, carries 0.4700; number 67, H, carries 0.3782; number 68, H, carries 0.3815; number 69, H, carries 0.4734; number 70, H, carries 0.4043; number 71, N, carries -0.3097; number 72, C, carries 0.6901; number 73, S, carries -0.4900; number 74, N, carries 0.1078; number 75, C, carries 0.4234; number 76, C, carries -0.3089; number 77, C, carries -0.6494; number 78, C, carries -0.5232; number 79, C, carries -0.8622; number 80, C, carries -0.1268; number 81, H, carries 0.1757; number 82, H, carries 0.2909; number 83, H, carries -0.0821; number 84, H, carries 0.4172; number 85, H, carries 0.4169; number 86, H, carries 0.3968; number 87, H, carries 0.4067; number 88, H, carries 0.3786


# 4
A structure of composition C18H25AlBrF2O4P in a non-equilibrium geometry. Source: the OMol25 dataset; level of theory: ωB97M-V with the def2-TZVPD basis set.

Element x y z (Å)
C  0.5742  2.4255  2.9475
C  0.6753  0.8988  3.1030
P  1.9831  0.2721  1.9454
C  1.2026  -1.1541  1.1231
C  2.1898  -2.1141  0.4157
C  2.1371  1.6477  0.7453
C  2.9542  2.7342  1.0622
C  3.0679  3.8383  0.2181
C  2.3312  3.8376  -0.9573
C  1.5219  2.7558  -1.2953
C  1.4381  1.6544  -0.4592
C  0.7339  2.8281  -2.5394
O  0.4952  1.8350  -3.2060
C  0.2578  4.1835  -2.8859
C  1.0444  5.2185  -2.5956
C  2.3468  4.9894  -1.9093
O  3.3212  5.6403  -2.1325
H  -0.1438  2.7907  3.6777
H  0.1906  2.7018  1.9712
H  1.5236  2.9139  3.1406
H  0.8748  0.6089  4.1275
H  -0.2788  0.4665  2.7938
H  0.4192  -0.8736  0.4114
H  0.6907  -1.6747  1.9281
H  2.0764  -3.1011  0.8646
H  1.9740  -2.2031  -0.6455
H  3.2192  -1.7889  0.5587
H  3.4914  2.7359  1.9996
H  3.6810  4.6842  0.4796
H  0.8343  0.8024  -0.7627
H  -0.7122  4.3017  -3.3439
H  0.7296  6.2278  -2.8130
Al  -1.2177  0.9314  -1.3388
C  -2.9972  -5.7524  -1.2429
O  -3.9878  -4.8325  -0.8327
C  -3.6667  -4.1650  0.3817
C  -3.1833  -2.7549  0.1330
O  -1.9205  -2.7269  -0.5490
C  -2.0642  -2.4445  -1.9152
H  -3.2324  -6.0626  -2.2603
H  -1.9986  -5.3042  -1.2321
H  -3.0016  -6.6373  -0.5974
H  -2.9227  -4.7361  0.9469
H  -4.5789  -4.1027  0.9769
H  -3.0416  -2.2599  1.0941
H  -3.9338  -2.1927  -0.4219
H  -2.4031  -1.4016  -2.0136
H  -2.7864  -3.0890  -2.4212
H  -1.0852  -2.5687  -2.3837
F  1.7638  4.8210  3.2948
Br  4.3356  -3.6613  1.3813
F  -4.9224  -1.1434  1.0328

Computed properties:
Orbital gap (eV): 1.8
Maximum force (eV/A): 1.27
Molar mass (u): 481.2
E_LUMO (eV): -6.396

From a Mulliken analysis of the wavefunction, the atomic charges in e read: number 1, C, carries -1.3030; number 2, C, carries -0.4129; number 3, P, carries -0.0167; number 4, C, carries 0.3149; number 5, C, carries -1.5650; number 6, C, carries -0.0414; number 7, C, carries -0.1521; number 8, C, carries -1.0718; number 9, C, carries 0.7209; number 10, C, carries 0.4572; number 11, C, carries 0.2083; number 12, C, carries 0.2042; number 13, O, carries -0.5823; number 14, C, carries -0.6740; number 15, C, carries -0.4531; number 16, C, carries -0.1682; number 17, O, carries -0.4820; number 18, H, carries 0.4510; number 19, H, carries 0.2533; number 20, H, carries 0.3979; number 21, H, carries 0.4642; number 22, H, carries 0.3575; number 23, H, carries -0.3298; number 24, H, carries 0.5732; number 25, H, carries 0.3949; number 26, H, carries 0.3049; number 27, H, carries 0.5062; number 28, H, carries 0.4543; number 29, H, carries 0.5104; number 30, H, carries 0.5729; number 31, H, carries 0.4315; number 32, H, carries 0.4207; number 33, Al, carries 0.7356; number 34, C, carries -0.6454; number 35, O, carries -0.3806; number 36, C, carries -0.5773; number 37, C, carries -0.4571; number 38, O, carries -0.2401; number 39, C, carries -0.6461; number 40, H, carries 0.2440; number 41, H, carries 0.2394; number 42, H, carries 0.3301; number 43, H, carries 0.2809; number 44, H, carries 0.4052; number 45, H, carries 0.3190; number 46, H, carries 0.4051; number 47, H, carries 0.0814; number 48, H, carries 0.4049; number 49, H, carries 0.2309; number 50, F, carries -0.6878; number 51, Br, carries -0.1258; number 52, F, carries -0.6626